ORCA calculation (ωB97M-V with the def2-TZVPD basis set) on a structure of composition C12H16BrO12Pd in a non-equilibrium geometry.

```
42
Properties=species:S:1:pos:R:3
O 26.292 -2.057 6.787
H 29.048 -2.554 6.705
O 28.516 -4.156 -0.228
H 30.853 1.632 6.165
C 29.266 0.244 6.420
C 29.782 1.676 6.363
O 29.201 0.005 7.800
C 29.082 1.215 8.374
O 29.246 2.236 7.528
C 28.577 -5.301 0.438
H 26.233 -1.161 3.988
C 31.057 -4.740 6.626
H 25.963 -3.668 5.445
H 27.473 -3.640 2.622
H 28.163 -5.363 6.711
O 28.897 1.309 9.583
H 26.206 -4.083 1.414
C 28.927 -4.741 6.244
H 29.972 -0.383 5.876
O 29.179 -6.211 0.036
O 24.790 -1.272 5.350
C 29.225 -3.533 7.151
C 26.473 -2.708 5.527
H 28.850 -3.661 8.166
H 28.322 0.002 5.931
H 28.797 -2.501 1.107
C 27.274 -3.988 1.609
C 25.701 -1.957 4.509
C 25.276 -1.123 6.573
Pd 32.713 -2.252 3.303
H 25.100 -2.573 3.841
H 27.501 -2.818 5.180
O 30.604 -3.714 7.448
H 27.461 -2.578 -0.040
C 28.074 -3.170 0.640
Br 30.020 -2.329 3.733
O 32.206 -5.085 6.545
O 30.142 -5.400 6.104
H 28.608 -4.392 5.261
H 29.318 2.279 5.582
O 24.848 -0.435 7.525
O 28.010 -5.178 1.554
```

For the frontier orbital gap (alpha / beta), the calculation gives 8.174 / 2.680 eV. The spin multiplicity is 4. The calculation puts the lowest unoccupied orbital energy (alpha / beta) at -0.2576 / -0.4594 Eh. The total energy is -4070.69671 hartree. As for the net charge: +2.


ORCA calculation (ωB97M-V with the def2-TZVPD basis set) on the molecule C19H22N6OS in a non-equilibrium geometry.

```
49
Properties=species:S:1:pos:R:3
C 0.007 -1.387 3.165
H 2.753 -1.535 -3.041
C 0.970 -3.650 2.745
C -1.316 3.200 -1.298
C -0.045 2.947 -0.463
H 0.131 -0.313 -0.353
O 2.145 2.953 -1.360
H 3.279 0.845 -1.926
C -2.591 0.799 1.289
N -1.751 1.513 0.281
S 2.612 -5.218 3.941
N 1.223 0.947 -1.658
H -0.867 0.565 3.477
H -3.554 0.497 0.874
H 2.706 -1.391 -1.270
C 2.281 -1.059 -2.219
N 2.415 1.200 -4.859
C -2.418 2.347 -0.730
H -2.796 1.431 2.170
H 0.489 -2.180 -1.740
C 1.149 2.265 -1.176
H -2.492 -1.678 0.205
C 2.376 0.454 -2.348
C 0.060 -2.549 2.394
H -0.580 3.673 -3.187
C -1.795 -0.431 1.781
C 0.219 -0.106 -1.430
H 0.345 -1.225 -3.259
H -0.838 -3.606 0.750
C -0.890 -0.352 2.869
C -0.508 2.107 0.723
C 2.388 0.880 -3.761
H -0.698 2.719 1.640
N 0.722 -4.905 2.277
C 2.017 -3.595 3.662
H -0.779 0.141 -1.748
H -2.837 1.760 -1.512
C -0.884 -2.691 1.327
H 0.307 3.921 -0.093
N -1.077 2.894 -2.738
H -3.231 2.899 -0.274
H -1.655 4.253 -1.204
H 2.316 -2.700 4.183
C 0.753 -1.236 -2.229
H -0.527 2.025 -2.824
N 1.446 -5.809 2.835
H 0.640 -1.299 4.019
C -1.814 -1.651 1.055
H 0.194 1.329 1.037
```

For the frontier orbital gap, the calculation gives 8.329 eV. The calculation puts the lowest unoccupied orbital energy at -0.0094 Eh. As for the energy above the lowest of the compared OMol25 structures with the same formula, charge and spin: 67.2 kcal/mol. The total energy is -1539.12245 hartree. As for the net charge: 0.


ORCA calculation (ωB97M-V with the def2-TZVPD basis set) on a structure of composition C17H19N3O4 in a non-equilibrium geometry.

```
43
Properties=species:S:1:pos:R:3
H 0.985 -1.030 -3.859
H 4.574 0.704 -3.377
C -2.041 1.357 3.623
H 0.512 1.681 -3.547
O 1.903 2.014 -0.082
H -2.008 2.574 5.169
C 3.108 -1.540 -3.615
C -1.831 -0.614 1.982
N -0.737 -0.287 1.666
C -2.523 1.775 4.887
H 2.944 2.005 -4.223
H 0.681 -0.183 -1.938
H 3.018 -2.484 -2.985
N 0.853 0.673 -1.699
O 3.326 -0.809 -2.466
C -2.938 -1.331 0.903
H -3.684 -1.576 1.385
C 1.203 -0.142 0.337
N -0.017 -0.770 0.539
C -2.610 0.020 3.140
H -1.084 1.723 3.350
C -3.658 -0.725 3.859
H 1.660 2.621 -2.418
H 2.033 -1.516 -5.137
H 1.706 0.110 1.352
H -4.107 -1.380 3.438
H 2.013 -1.226 -0.001
H -4.715 -0.635 5.679
O -0.263 -1.866 -1.418
C -0.677 -1.256 -0.302
C -4.022 0.072 5.025
H -2.476 -2.454 -0.742
H -3.946 1.584 6.413
H 3.623 1.248 -1.937
C -3.491 1.317 5.538
O 2.359 0.261 -4.750
C 1.236 1.844 -2.895
C 3.606 0.700 -2.935
C -2.174 -1.792 0.012
C 1.978 -1.120 -4.323
C 2.440 1.262 -3.809
C 1.323 1.017 -0.413
H 4.070 -1.373 -4.033
```

For the frontier orbital gap, the calculation gives 8.973 eV. The calculation puts the lowest unoccupied orbital energy at -0.0004 Eh. As for the energy above the lowest of the compared OMol25 structures with the same formula, charge and spin: 423.4 kcal/mol. The total energy is -1123.86068 hartree. As for the net charge: 0.